Entry 1:
Below is C24H17BaN3O as an isolated structure, with properties calculated with ωB97M-V/def2-TZVPD.

Structure (XYZ):
```
46
Properties=species:S:1:pos:R:3
Ba 0.200 -0.396 -0.235
O -1.794 -0.383 -1.552
C -2.540 -0.871 -2.504
C -3.791 -0.277 -2.785
C -4.624 -0.742 -3.773
C -4.251 -1.843 -4.548
C -3.037 -2.440 -4.294
C -2.166 -1.988 -3.293
C -0.887 -2.689 -3.093
N 0.064 -2.422 -2.211
C 1.064 -3.356 -2.410
C 0.722 -4.190 -3.421
N -0.515 -3.762 -3.841
H -4.069 0.576 -2.177
H -5.574 -0.252 -3.950
H -4.898 -2.219 -5.329
H -2.759 -3.294 -4.902
H 1.961 -3.359 -1.813
H 1.228 -5.028 -3.866
H -1.050 -4.176 -4.581
C 4.857 -1.538 1.811
C 5.043 -0.595 2.812
C 4.064 0.354 3.041
C 2.886 0.376 2.275
C 2.664 -0.568 1.248
C 3.690 -1.508 1.059
C 1.861 1.425 2.566
C 2.073 2.390 3.603
C 1.145 3.341 3.868
C -0.053 3.394 3.120
C -1.066 4.354 3.337
C -2.201 4.350 2.577
C -2.364 3.379 1.567
C -1.396 2.442 1.341
C -0.206 2.422 2.115
N 0.741 1.467 1.859
H 5.619 -2.287 1.623
H 5.944 -0.596 3.413
H 4.249 1.070 3.831
H 3.580 -2.265 0.282
H 2.977 2.373 4.188
H 1.315 4.067 4.655
H -0.926 5.094 4.117
H -2.975 5.086 2.745
H -3.263 3.376 0.965
H -1.545 1.707 0.559
```

LUMO level, eV: 0.0220
Spin multiplicity: 1
Energy, eV: -32376.81947
Kohn-Sham gap, eV: 7.17
Largest force on an atom, hartree/bohr: 0.0110

Löwdin population analysis, charges in e, atoms 1 to 4: Ba 1.918; O -0.483; C -0.399; C -0.029



Entry 2:
Below is C24H17BeF6N5O4S2 as an isolated structure, with properties calculated with ωB97M-V/def2-TZVPD.

Structure (XYZ):
```
59
Properties=species:S:1:pos:R:3
Be 0.288 -0.163 0.322
N 7.846 -3.856 -4.619
C 6.936 -3.438 -4.061
C 5.817 -2.909 -3.379
C 5.873 -2.721 -1.997
C 4.785 -2.183 -1.340
C 3.637 -1.842 -2.047
C 3.581 -2.047 -3.422
C 4.666 -2.571 -4.092
C 2.475 -1.260 -1.343
C 2.527 0.096 -1.029
C 3.526 1.024 -1.416
C 3.101 2.259 -0.985
C 1.871 2.055 -0.342
N 1.526 0.768 -0.356
C 1.385 -2.088 -1.097
C 1.200 -3.440 -1.488
C -0.054 -3.805 -1.056
C -0.592 -2.680 -0.407
N 0.256 -1.659 -0.435
H 6.770 -2.985 -1.456
H 4.811 -2.027 -0.273
H 2.683 -1.775 -3.954
H 4.637 -2.713 -5.162
H 4.425 0.787 -1.955
H 3.605 3.198 -1.101
H 1.247 2.790 0.129
H 1.902 -4.042 -2.033
H -0.537 -4.755 -1.175
H -1.550 -2.574 0.066
F 3.325 1.517 2.078
C 2.914 0.695 3.035
F 3.657 -0.409 2.956
F 3.152 1.267 4.206
S 1.097 0.247 2.838
O 1.091 -0.736 1.786
O 0.642 -0.187 4.109
N 0.488 1.625 2.376
S -0.948 1.503 1.787
O -1.451 2.742 1.316
O -1.091 0.368 0.897
C -2.072 0.941 3.196
F -1.761 1.509 4.355
F -1.980 -0.379 3.320
F -3.345 1.228 2.921
C -2.098 2.228 -5.563
C -1.668 1.644 -4.257
C -1.387 0.290 -4.110
C -0.960 -0.181 -2.880
N -0.806 0.589 -1.816
C -1.098 1.875 -1.940
C -1.523 2.444 -3.128
H -2.175 1.463 -6.330
H -1.377 2.979 -5.884
H -3.063 2.721 -5.456
H -1.494 -0.387 -4.943
H -0.726 -1.225 -2.737
H -0.993 2.468 -1.044
H -1.735 3.501 -3.179
```

Relative energy (zero: lowest compared OMol25 entry of this formula, charge and spin), eV: 1.276
LUMO level, eV: -1.1542
Spin multiplicity: 1
Energy, eV: -79183.56907
Kohn-Sham gap, eV: 6.91
Largest force on an atom, hartree/bohr: 0.0566

Löwdin population analysis, charges in e, atoms 1 to 4: Be 0.022; N 0.166; C -0.194; C -0.232



Entry 3:
Below is C24H17Br4MnN2O4Se as an isolated structure, with properties calculated with ωB97M-V/def2-TZVPD.

Structure (XYZ):
```
53
Properties=species:S:1:pos:R:3
Mn 0.458 0.019 0.086
C 3.063 -3.168 0.849
C 2.177 -2.009 1.201
O 1.960 -1.199 0.236
C 1.686 -1.858 2.480
C 0.895 -0.751 2.886
C 0.632 -0.543 4.346
N 0.412 0.104 2.035
N -0.241 1.241 2.549
C -0.251 2.161 1.626
O 0.291 2.085 0.463
C -0.979 3.432 1.951
C -1.270 4.306 0.911
C -1.970 5.483 1.156
C -2.371 5.802 2.447
C -2.078 4.930 3.492
C -1.394 3.748 3.244
H 2.818 -3.499 -0.161
H 2.930 -3.991 1.552
H 4.110 -2.851 0.864
H 1.963 -2.586 3.229
H 0.981 -1.406 4.914
H -0.432 -0.378 4.516
H 1.144 0.356 4.692
H -0.952 4.035 -0.088
H -2.212 6.145 0.332
H -2.921 6.717 2.638
H -2.392 5.170 4.503
H -1.177 3.045 4.039
Br -2.149 2.645 -5.656
C -2.006 1.943 -3.897
C -3.061 2.024 -3.004
Br -4.686 2.872 -3.503
C -2.926 1.483 -1.712
Br -4.302 1.595 -0.415
C -1.752 0.846 -1.293
O -1.575 0.321 -0.117
C -0.661 0.811 -2.210
O 0.485 0.303 -1.753
C -0.805 1.328 -3.479
Br 0.711 1.197 -4.610
Se -0.801 -2.775 -0.870
C 0.528 -3.666 -1.899
C 1.712 -3.026 -2.313
C 2.693 -3.703 -3.031
C 2.535 -5.042 -3.381
C 1.363 -5.690 -2.998
C 0.384 -5.018 -2.273
H 1.845 -1.980 -2.068
H 3.595 -3.175 -3.324
H 3.303 -5.566 -3.940
H 1.210 -6.731 -3.268
H -0.521 -5.535 -1.973
```

Relative energy (zero: lowest compared OMol25 entry of this formula, charge and spin), eV: 0.670
LUMO level (spin up / spin down), eV: 4.1719 / 4.1713
Spin multiplicity: 5
Net charge: -2
Energy, eV: -413174.23005
Kohn-Sham gap (spin up / spin down), eV: 5.13 / 5.11
Largest force on an atom, hartree/bohr: 0.0216

Löwdin population analysis, charges in e, atoms 1 to 4: Mn 0.983; C -0.010; C -0.464; O -0.149



Entry 4:
Below is C24H17BrMnN6O3Se as an isolated structure, with properties calculated with ωB97M-V/def2-TZVPD.

Structure (XYZ):
```
53
Properties=species:S:1:pos:R:3
Mn -0.690 0.792 0.756
O -3.589 -1.339 2.546
C -2.561 -0.739 2.257
N -2.329 -0.070 1.097
C -3.363 -0.142 0.085
C -3.055 0.864 -0.979
C -3.967 1.229 -1.958
C -3.625 2.197 -2.889
C -2.353 2.757 -2.818
C -1.488 2.329 -1.833
N -1.823 1.407 -0.918
C -1.386 -0.632 3.161
C -1.365 -1.258 4.399
C -0.258 -1.116 5.211
C 0.806 -0.340 4.745
C 0.726 0.239 3.495
N -0.344 0.116 2.701
H -4.350 0.036 0.530
H -3.384 -1.155 -0.351
H -4.942 0.770 -1.974
H -4.327 2.510 -3.647
H -2.042 3.528 -3.507
H -0.492 2.751 -1.760
H -2.230 -1.836 4.685
H -0.213 -1.594 6.177
H 1.686 -0.190 5.350
H 1.554 0.816 3.102
Br 3.016 -1.947 0.873
C 3.336 -0.143 0.364
C 4.626 0.227 0.008
C 4.864 1.558 -0.299
C 3.806 2.448 -0.238
C 2.558 1.964 0.127
N 2.317 0.687 0.425
C 1.378 2.907 0.232
O 1.499 4.084 -0.056
O 0.310 2.329 0.629
H 5.412 -0.509 -0.014
H 5.855 1.886 -0.568
H 3.908 3.500 -0.444
Se -0.466 -2.744 0.953
N -0.083 -1.290 -0.076
C 0.240 -1.740 -1.305
C 0.622 -0.937 -2.382
C 0.981 -1.540 -3.569
C 0.949 -2.930 -3.718
C 0.556 -3.744 -2.682
C 0.197 -3.169 -1.456
N -0.179 -3.862 -0.372
H 0.643 0.140 -2.258
H 1.295 -0.925 -4.399
H 1.235 -3.366 -4.663
H 0.529 -4.817 -2.774
```

LUMO level (spin up / spin down), eV: -1.1915 / -1.2156
Spin multiplicity: 2
Energy, eV: -206956.65822
Kohn-Sham gap (spin up / spin down), eV: 6.40 / 5.95
Largest force on an atom, hartree/bohr: 0.0413

Löwdin population analysis, charges in e, atoms 1 to 4: Mn 0.660; O 0.033; C -0.565; N -0.112



Entry 5:
Below is C24H17BrMoN6O6S2 as an isolated structure, with properties calculated with ωB97M-V/def2-TZVPD.

Structure (XYZ):
```
57
Properties=species:S:1:pos:R:3
Mo -0.410 -0.037 0.189
O 1.776 1.769 -2.997
C 1.052 1.038 -2.208
O 1.064 1.092 -0.981
C 0.190 0.011 -2.835
C 0.181 -0.343 -4.168
C -0.503 -1.493 -4.539
C -1.102 -2.257 -3.547
C -1.051 -1.814 -2.241
N -0.450 -0.680 -1.891
C -1.506 -2.527 -1.016
O -2.099 -3.681 -1.020
O -1.271 -1.965 0.051
H 2.356 2.361 -2.479
H 0.732 0.252 -4.884
H -0.530 -1.810 -5.572
H -1.586 -3.193 -3.798
H -2.198 -4.076 -1.899
Br -3.920 -0.166 -1.462
C -3.044 1.490 -1.296
C -3.700 2.607 -1.786
C -3.132 3.852 -1.576
C -1.961 3.943 -0.836
C -1.389 2.783 -0.374
N -1.886 1.553 -0.642
C -0.209 2.805 0.568
O 0.466 3.770 0.735
O -0.061 1.626 1.187
H -4.641 2.493 -2.303
H -3.622 4.740 -1.954
H -1.494 4.887 -0.589
S 1.815 -2.014 -0.737
C 2.048 -1.479 0.853
N 1.137 -0.721 1.470
C 1.553 -0.325 2.772
C 0.884 0.475 3.691
C 1.477 0.711 4.918
C 2.720 0.165 5.243
C 3.394 -0.627 4.335
C 2.793 -0.859 3.103
S 3.434 -1.808 1.793
H -0.061 0.940 3.457
H 0.969 1.343 5.633
H 3.164 0.370 6.208
H 4.361 -1.051 4.571
N -4.321 1.330 3.852
C -3.407 0.412 3.464
C -2.621 0.592 2.315
N -1.732 -0.331 1.960
C -1.591 -1.429 2.717
C -2.371 -1.572 3.847
N -3.270 -0.675 4.222
H -4.499 2.169 3.333
H -4.859 1.149 4.682
H -2.691 1.488 1.719
H -0.857 -2.162 2.427
H -2.252 -2.448 4.473
```

Relative energy (zero: lowest compared OMol25 entry of this formula, charge and spin), eV: 0.234
LUMO level (spin up / spin down), eV: -7.2742 / -7.7002
Spin multiplicity: 3
Net charge: +2
Energy, eV: -139947.57349
Kohn-Sham gap (spin up / spin down), eV: 5.77 / 5.30
Largest force on an atom, hartree/bohr: 0.0270

Löwdin population analysis, charges in e, atoms 1 to 4: Mo 1.828; O 0.238; C -0.419; O -0.015